An isolated molecule of C5H7NO in a non-equilibrium geometry. Source: the OMol25 dataset; level of theory: wB97M-V/def2-TZVPD.

HOMO level = -11.15 eV
LUMO level = 0.8 eV
ΔE to the lowest compared entry with this formula, charge and spin = 1.700 eV

```
14
Properties=species:S:1:pos:R:3:forces:R:3
C -1.7357 0.2698 0.2239 -0.047 0.053 -0.003
C -0.6034 -0.7542 0.1722 0.024 -0.053 0.013
C 0.7189 -0.1640 -0.2776 -0.215 0.041 -0.037
C 1.8198 0.1477 0.6475 0.060 0.210 0.184
O 1.8546 -1.0046 -0.1787 0.077 -0.149 -0.080
C 0.6328 0.6034 -1.5226 -0.122 0.527 -0.848
N 0.4893 1.2104 -2.4967 0.187 -0.581 0.936
H -1.5021 1.0974 0.9025 -0.012 -0.124 -0.076
H -2.6581 -0.2035 0.5727 0.140 0.068 -0.043
H -1.9300 0.6924 -0.7677 0.034 -0.059 0.158
H -0.4456 -1.2201 1.1509 0.020 0.077 -0.134
H -0.8565 -1.5577 -0.5296 0.028 0.086 0.091
H 2.5386 0.9251 0.3919 -0.138 -0.114 0.017
H 1.6773 -0.0420 1.7112 -0.036 0.019 -0.176
```
Positions in Å, forces in eV/Å.